# 1
# C36H38O2P2Sr

C36H38O2P2Sr as an isolated structure at a distorted geometry (the ωB97M-V functional and the def2-TZVPD basis, OMol25).

Values from the calculation:
- DFT total energy (eV) = -61453.022
- M (g/mol) = 652.27

Geometry as ORCA input:
```
! RIJCOSX wB97M-V def2-TZVPD def2/J DEFGRID3
* xyz 0 1
Sr 1.38 -1.36 -4.44
P 0.24 -2.23 -8.54
P 2.08 0.20 -9.01
O -0.28 -1.24 -2.58
O 1.34 -2.63 -1.83
C 2.71 0.89 -10.64
C 2.12 1.71 -7.98
C 0.11 -4.61 -10.02
C 1.12 2.69 -7.96
C -0.91 2.53 -0.26
C -1.82 -3.35 -6.90
C 0.21 -2.06 -1.69
C -1.48 -1.39 -4.95
C -0.47 -0.73 -9.24
C -0.75 -1.30 -6.13
C -2.06 2.45 0.74
C 2.95 0.61 -13.05
C 3.30 2.16 -10.75
C 3.44 3.00 -6.42
C -1.79 1.63 -2.46
C 2.55 0.11 -11.81
C -2.36 -2.45 -4.72
C -0.88 -2.34 -7.08
C 2.64 -0.16 -2.59
C -2.18 -3.93 -11.50
C 3.51 1.89 -13.16
C -2.87 0.94 -1.60
C 3.68 2.67 -12.00
C 3.25 1.83 -7.15
C -2.31 1.20 1.59
C 2.48 4.01 -6.45
C 0.34 0.32 -9.51
C -2.56 -3.41 -5.71
C -1.69 -3.06 -10.52
C -0.74 2.18 -1.55
C -2.42 -0.11 -0.62
C -1.55 -5.16 -11.72
C -0.55 -3.38 -9.77
C -0.41 -5.49 -10.97
C 1.31 3.85 -7.20
C -2.27 -0.02 0.71
H -0.06 3.08 0.18
H -0.08 -0.42 -6.32
H 3.21 -0.77 -1.85
H 4.36 3.12 -5.84
H -3.41 1.77 -1.14
H 0.09 -6.45 -11.14
H -2.26 -1.08 -1.12
H 4.11 3.66 -12.07
H 1.03 -4.84 -9.47
H -1.57 1.15 2.40
H 3.37 0.45 -3.19
H 3.98 1.02 -7.12
H 2.62 4.92 -5.86
H -1.55 -0.67 -9.43
H -3.29 1.27 2.12
H 0.00 1.25 -10.01
H -3.56 0.45 -2.31
H -2.22 -2.12 -10.39
H -3.30 -4.19 -5.58
H 0.54 4.62 -7.20
H -1.95 -5.85 -12.46
H -0.40 -2.26 -0.78
H -1.82 3.27 1.45
H 2.82 0.00 -13.95
H -2.01 -4.06 -7.70
H -1.39 0.96 -3.22
H -3.01 2.75 0.29
H -2.89 -2.48 -3.77
H 2.07 -0.87 -11.74
H 3.42 2.78 -9.86
H -2.20 2.47 -3.06
H -2.18 -0.95 1.30
H 0.21 2.59 -8.55
H -1.43 -0.60 -4.20
H 3.82 2.28 -14.12
H 1.91 0.51 -2.07
H 0.18 2.51 -2.05
H -3.04 -3.63 -12.09
*
```

# 2
# C36H39BN12PtSSb

C36H39BN12PtSSb as an isolated structure (the ωB97M-V functional and the def2-TZVPD basis, OMol25).

Values from the calculation:
- DFT total energy (eV) = -77129.286
- M (g/mol) = 999.51
- relative energy (zero: lowest compared OMol25 entry of this formula, charge and spin) (kJ/mol) = 136.4
- ⟨S²⟩ = 0.755

Geometry as ORCA input:
```
! RIJCOSX wB97M-V def2-TZVPD def2/J DEFGRID3
* xyz 2 2
Pt -0.27 1.27 -0.25
Sb 0.23 -2.54 1.11
S -0.56 -0.33 1.42
N -2.70 1.27 -1.96
N 4.02 1.71 -0.97
N 3.89 0.43 1.06
N -1.48 3.45 -1.97
N -1.90 0.48 -1.24
N 1.85 1.44 0.13
N 3.60 2.81 1.14
N -3.77 3.46 -3.70
N -3.97 3.36 -2.36
N -1.90 2.34 0.69
N -0.30 3.03 -1.46
N -2.92 2.87 -0.03
C 4.23 2.92 -0.17
C -0.67 -5.01 -2.31
C 3.23 -3.09 0.97
C -0.05 5.10 -2.31
C 3.67 -2.76 3.70
C -5.89 4.04 -3.21
C -2.24 -0.79 -1.51
C -1.01 -3.61 2.39
C 0.89 -2.75 -1.85
C -3.70 3.57 0.82
C -2.07 2.65 1.97
C 2.39 -2.62 3.19
C -3.28 -0.81 -2.42
C 0.14 -3.31 -0.83
C 2.18 2.65 0.99
C -2.18 -3.07 2.92
C -1.35 4.68 -2.48
C -1.39 -5.66 3.58
C -3.21 3.44 2.11
C 4.14 1.64 1.84
C 2.62 1.51 -1.19
C 2.17 -2.78 1.83
C 4.56 0.56 -0.24
C 2.48 0.26 0.86
C -2.56 -5.12 4.11
C -0.61 -4.91 2.72
C -4.91 3.87 -4.21
C -0.65 -4.43 -1.05
C 0.56 4.05 -1.65
C 0.87 -3.33 -3.11
C -2.95 -3.83 3.78
C -3.55 0.52 -2.68
C 0.09 -4.46 -3.34
C 4.50 -3.23 1.49
C 4.72 -3.06 2.85
C -5.25 3.70 -2.05
B -2.83 2.77 -1.60
H 5.63 0.70 -0.08
H 5.30 3.07 -0.03
H 5.33 -3.49 0.84
H 3.84 3.79 -0.70
H -4.55 4.12 0.48
H -3.86 -3.42 4.20
H 1.49 -1.85 -1.69
H 1.56 -2.41 3.87
H -1.75 -1.61 -1.02
H -1.27 -5.88 -2.50
H -3.78 -1.67 -2.83
H 1.59 4.00 -1.34
H 0.30 -5.33 2.32
H -2.49 -2.06 2.66
H -6.91 4.37 -3.33
H -1.25 -4.86 -0.25
H 4.41 -0.34 -0.82
H 5.21 1.77 1.97
H -3.16 -5.71 4.79
H 1.45 -2.90 -3.92
H 3.06 -3.25 -0.09
H -1.38 2.30 2.72
H -4.28 0.99 -3.31
H 1.98 0.16 1.82
H -1.09 -6.67 3.84
H 5.72 -3.17 3.25
H 3.84 -2.65 4.76
H -5.65 3.65 -1.05
H -4.99 4.03 -5.27
H -2.19 5.16 -2.95
H 2.21 2.30 -1.80
H 3.67 1.55 2.82
H 1.71 2.47 1.96
H 1.73 3.53 0.55
H 2.30 -0.62 0.25
H -3.61 3.87 3.00
H 0.40 6.02 -2.61
H 0.08 -4.91 -4.32
H 2.45 0.56 -1.70
*
```

# 3
# C36H39N3O5S2

A 2-piece molecular cluster, C36H39N3O5S2 overall at a distorted geometry (the ωB97M-V functional and the def2-TZVPD basis, OMol25).

Values from the calculation:
- DFT total energy (eV) = -74338.282
- M (g/mol) = 657.86
- relative energy (zero: lowest compared OMol25 entry of this formula, charge and spin) (kJ/mol) = 30.9

Geometry as ORCA input:
```
! RIJCOSX wB97M-V def2-TZVPD def2/J DEFGRID3
* xyz 0 1
S -1.75 -3.33 3.60
S -0.72 -3.71 0.78
O -2.65 -2.37 4.20
O -0.65 -3.93 4.34
O -1.55 2.12 6.42
O -1.38 -3.17 -0.39
O -0.95 -5.06 1.24
N 2.27 3.88 -3.37
N 2.63 2.85 -2.62
N 1.06 3.57 -3.85
C 1.04 -3.66 0.53
C -1.76 1.74 -3.20
C 3.66 3.26 -0.47
C -3.39 -7.07 3.25
C -4.73 -5.57 1.92
C 3.92 2.96 -1.93
C 1.55 -2.75 -0.38
C -4.44 -6.86 2.36
C -0.69 -1.26 2.01
C -2.82 -4.72 3.14
C 0.31 4.65 -4.54
C -0.30 -0.69 4.41
C 4.70 4.04 -2.66
C 0.66 2.34 -3.43
C -1.07 1.81 7.75
C -0.79 -0.35 3.13
C 1.63 1.87 -2.51
C 1.89 -4.49 1.26
C -2.97 0.62 -4.97
C -1.46 0.89 3.00
C -2.95 1.20 -3.70
C 2.92 -2.66 -0.59
C 3.79 -3.49 0.13
C -1.70 1.69 4.10
C 1.64 0.73 -1.70
C 0.00 5.77 -3.56
C -0.57 1.73 -3.96
C 3.27 -4.41 1.05
C -2.59 -6.00 3.65
C -1.22 1.32 5.37
C -0.98 -2.59 2.13
C -0.46 0.13 5.50
C -0.62 1.13 -5.25
C 1.15 5.17 -5.69
C -3.94 -4.49 2.34
C -1.81 0.59 -5.75
H 4.13 4.97 -2.71
H 0.85 -2.12 -0.93
H -1.51 0.87 8.12
H -0.05 -0.19 6.46
H 3.16 4.23 -0.39
H 1.48 -5.19 1.98
H -0.52 6.57 -4.10
H -3.17 -8.06 3.63
H -3.86 1.24 -3.09
H -5.56 -5.38 1.25
H 4.61 3.31 0.09
H 3.29 -1.93 -1.31
H -1.83 0.12 -6.74
H 2.11 5.56 -5.34
H 3.03 2.48 -0.04
H 0.28 1.11 -5.85
H -1.76 -6.15 4.34
H 1.33 4.38 -6.43
H 0.25 -1.63 4.54
H -0.46 -0.87 1.02
H -2.27 2.61 4.02
H 0.82 0.03 -1.84
H 0.60 5.98 -6.18
H -0.65 5.42 -2.75
H 4.86 -3.41 -0.04
H 0.03 1.74 7.77
H -3.90 0.18 -5.35
H 3.94 -5.06 1.60
H -0.60 4.18 -4.89
H 5.65 4.24 -2.16
H 2.53 0.50 -1.13
H -5.04 -7.70 2.01
H 0.92 6.20 -3.13
H -1.41 2.66 8.35
H 4.92 3.74 -3.69
H -1.87 1.16 2.03
H -4.17 -3.47 2.03
H -1.73 2.20 -2.22
H 4.44 1.99 -2.02
*
```

# 4
# C36H40BCoN9P

C36H40BCoN9P as an isolated structure (the ωB97M-V functional and the def2-TZVPD basis, OMol25).

Values from the calculation:
- DFT total energy (eV) = -98973.253
- M (g/mol) = 699.50
- relative energy (zero: lowest compared OMol25 entry of this formula, charge and spin) (kJ/mol) = 0.0

Geometry as ORCA input:
```
! RIJCOSX wB97M-V def2-TZVPD def2/J DEFGRID3
* xyz 2 1
Co -0.11 0.38 -0.08
P 0.20 -1.91 -0.16
N 1.47 -4.12 -1.10
N 1.21 -3.95 1.32
N -1.43 0.56 2.37
N 1.03 0.92 2.42
N 1.26 0.50 1.16
N -0.35 2.28 0.18
N -0.45 2.66 1.50
N -0.70 -4.48 -0.09
N -1.52 0.14 1.10
C -1.21 -3.12 -0.23
C 2.22 0.49 -1.41
C -0.28 4.68 -2.67
C -4.26 -2.05 -2.11
C 0.21 -4.85 -1.16
C 3.03 0.03 -0.37
C 4.51 -0.95 -1.97
C -3.07 -0.78 -0.46
C -0.29 2.30 -2.86
C -2.56 0.23 3.03
C -0.21 4.79 -4.05
C 1.00 -2.51 1.39
C 2.21 0.97 3.08
C -2.80 0.60 4.45
C -0.33 3.43 -2.05
C -0.58 4.49 0.28
C -3.40 -0.41 2.12
C 1.30 -2.71 -1.43
C -3.49 -1.47 -3.12
C -4.05 -1.71 -0.79
C -2.53 -0.51 -2.81
C 3.68 -0.53 -3.01
C 4.19 -0.67 -0.65
C 2.09 -4.32 0.21
C -0.22 2.41 -4.24
C 2.53 0.20 -2.73
C 2.31 1.42 4.49
C -2.35 -0.16 -1.48
C 3.21 0.58 2.20
C 2.57 0.33 0.99
C -2.72 -0.42 0.91
C -0.59 3.99 1.57
C -0.74 4.73 2.85
C -0.17 3.65 -4.85
C -0.05 -4.69 1.20
C -0.42 3.39 -0.57
B -0.33 1.61 2.65
H -2.87 1.68 4.56
H -1.99 0.00 -3.59
H -0.30 5.58 -2.08
H -0.72 -4.39 2.00
H 1.47 1.28 -1.21
H 0.13 4.57 3.50
H -3.66 -1.74 -4.15
H 3.94 -0.75 -4.03
H -4.63 -2.19 -0.01
H 4.27 0.53 2.40
H -0.33 1.30 -2.45
H -0.26 -4.68 -2.13
H 0.84 -2.61 -2.41
H -0.17 5.77 -4.51
H -2.00 0.24 5.09
H 4.82 -1.02 0.15
H -1.77 0.75 -1.25
H 0.35 -2.27 2.24
H -0.83 5.79 2.66
H -1.74 -3.01 -1.18
H 5.41 -1.50 -2.20
H 2.34 -5.37 0.31
H 0.16 -5.75 1.30
H 1.60 0.90 5.13
H -0.12 3.74 -5.92
H -5.01 -2.78 -2.37
H 2.11 2.49 4.57
H -0.42 2.10 3.72
H -3.74 0.17 4.79
H -1.91 -2.92 0.58
H -4.41 -0.75 2.31
H -0.20 1.51 -4.85
H 2.26 -2.21 -1.45
H 0.43 -5.92 -1.07
H -0.68 5.52 0.00
H 1.95 -2.01 1.54
H 3.01 -3.74 0.27
H -1.62 4.40 3.40
H 1.92 0.59 -3.54
H 3.31 1.24 4.87
*
```

# 5
# C36H40BNP2Sn

C36H40BNP2Sn as an isolated structure at a distorted geometry (the ωB97M-V functional and the def2-TZVPD basis, OMol25).

Values from the calculation:
- DFT total energy (eV) = -64541.754
- M (g/mol) = 678.19
- relative energy (zero: lowest compared OMol25 entry of this formula, charge and spin) (kJ/mol) = 473.9

Geometry as ORCA input:
```
! RIJCOSX wB97M-V def2-TZVPD def2/J DEFGRID3
* xyz 0 1
Sn 0.39 1.46 -3.01
P -1.60 -0.82 -1.81
P 2.50 -0.20 -2.57
N -1.44 0.29 0.16
C 4.42 -3.22 -0.67
C -1.40 0.05 1.31
C 3.23 1.53 -3.05
C -1.99 1.31 -5.39
C -4.13 -4.64 -1.01
C 5.77 -2.88 -0.83
C 0.19 -0.44 -6.50
C 3.78 -1.16 -1.78
C -3.71 -4.33 -2.32
C 3.83 1.86 -4.28
C 3.90 3.20 -4.69
C -2.96 -2.64 -0.21
C 3.21 3.93 -2.52
C 6.12 -1.62 -1.33
C -2.79 0.53 -2.34
C -3.77 -3.76 0.03
C -1.17 -0.96 -6.02
C 3.43 -2.36 -1.13
C -0.02 2.41 -6.55
C 0.97 0.38 -5.56
C -4.84 2.43 -2.90
C -0.22 -1.37 -3.06
C -2.85 -3.24 -2.57
C -5.12 1.07 -2.80
C -1.91 0.01 -5.13
C 3.64 4.24 -3.79
C 3.08 2.61 -2.14
C -2.48 -2.39 -1.51
C -1.46 1.88 -6.65
C 1.16 -1.28 -3.20
C -2.53 1.91 -2.52
C -3.55 2.84 -2.67
C 5.14 -0.75 -1.80
C 1.37 0.92 -0.62
C 0.73 1.76 -5.45
C -4.15 0.14 -2.47
B -1.27 -0.32 2.78
H 4.13 3.41 -5.71
H -0.02 3.50 -6.45
H -2.64 -0.49 -4.49
H -1.79 -1.22 -6.92
H -2.11 2.68 -7.04
H -4.12 -3.93 1.04
H 3.75 5.28 -4.11
H -4.77 -5.53 -0.80
H 7.16 -1.32 -1.33
H 6.54 -3.61 -0.57
H -2.25 0.14 3.33
H 4.26 1.07 -4.90
H -1.58 2.41 -2.75
H 2.79 2.46 -1.09
H -4.42 -0.92 -2.36
H 1.89 -0.06 -5.21
H -2.73 -1.94 0.62
H -1.03 -1.92 -5.50
H 0.77 -1.30 -6.84
H 5.41 0.24 -2.17
H 0.82 0.05 -0.23
H -3.22 3.88 -2.78
H 2.37 -2.62 -0.99
H 1.36 2.47 -4.86
H -6.14 0.74 -2.96
H -2.50 -3.06 -3.61
H 0.43 2.23 -7.54
H -0.25 0.12 3.23
H 2.44 0.75 -0.40
H -2.67 1.95 -4.87
H 4.13 -4.14 -0.17
H 1.60 -2.05 -3.88
H 1.08 1.81 0.03
H 2.97 4.71 -1.80
H 0.01 0.11 -7.42
H -1.30 -1.55 2.83
H -4.04 -4.96 -3.14
H -0.71 -2.08 -3.75
H -5.59 3.17 -3.17
H -1.50 1.10 -7.41
*
```